Record 1
74
Properties=species:S:1:pos:R:3:lowdin_charge:R:1 method="wB97M-V/def2-TZVPD" gap_ev=8.08 e_above_lowest_kcal_mol=402.7 energy_ha=-3186.51696 homo_energy_ev=-8.53 total_charge=0
K 17.54879 -2.64403 10.81068 1.080
N 18.80640 -4.01411 10.77240 -0.594
S 19.31580 -4.91804 9.75090 0.563
O 19.01962 -6.30699 9.93697 -0.283
O 20.60441 -4.67642 9.04482 -0.254
F 18.16507 -4.61727 8.64431 -0.150
S 19.84201 -4.40906 11.97829 0.686
O 21.15209 -3.77607 11.93591 -0.224
O 19.70539 -5.69826 12.66930 -0.331
F 19.19565 -3.38988 13.06745 -0.179
C 17.54858 -7.50744 9.52232 -0.167
O 16.20348 -7.36818 9.28150 -0.208
C 15.30782 -8.36125 9.81883 -0.139
C 13.89424 -7.99884 9.28406 -0.139
O 13.59612 -6.63284 9.63761 -0.309
C 12.56260 -6.01579 8.89815 -0.096
H 17.70103 -7.72111 10.58024 0.114
H 17.96017 -6.52024 9.31224 -0.025
H 18.13625 -8.25092 8.98382 0.119
H 15.23324 -8.16630 10.88865 0.121
H 15.50478 -9.40500 9.57405 0.131
H 13.11571 -8.63076 9.71146 0.125
H 13.91844 -8.05777 8.19593 0.127
H 12.94156 -5.79758 7.89972 0.105
H 12.21007 -5.07986 9.33160 0.097
H 11.70883 -6.69246 8.86230 0.096
C 20.56937 -4.66692 4.62433 -0.082
O 21.48680 -3.61932 4.25922 -0.181
C 22.68164 -3.59063 5.00092 -0.215
C 22.65216 -2.84809 6.29773 -0.231
O 22.06837 -3.52661 7.36216 -0.186
C 21.72177 -2.76817 8.53696 -0.111
H 19.73556 -4.73385 3.92548 0.082
H 20.13321 -4.53037 5.61388 0.076
H 21.12873 -5.60201 4.65315 0.084
H 23.33309 -3.15807 4.24157 0.130
H 23.06325 -4.58165 5.24665 0.125
H 22.11351 -1.90485 6.20665 0.122
H 23.63198 -2.57445 6.68908 0.125
H 21.16660 -3.38783 9.24117 -0.022
H 21.09048 -1.89946 8.35004 0.088
H 22.63013 -2.47404 9.06275 0.093
C 21.57584 -9.43420 13.31154 -0.143
O 22.23717 -8.86371 14.35649 -0.170
C 23.41782 -8.17403 14.09511 -0.200
C 23.48678 -6.88631 13.25670 -0.186
O 22.81468 -5.86907 13.92913 -0.164
C 21.50123 -5.55397 13.47811 -0.184
H 22.23822 -10.06515 12.71886 0.090
H 21.03507 -8.69941 12.71509 0.083
H 20.82596 -10.16020 13.62571 0.086
H 24.19429 -8.90904 13.88307 0.119
H 23.67850 -7.87965 15.11171 0.126
H 23.00973 -6.96191 12.27956 0.122
H 24.48077 -6.44000 13.22656 0.130
H 20.81221 -6.32460 13.82375 0.111
H 21.46496 -5.49052 12.39056 0.055
H 21.24793 -4.57694 13.88964 0.105
C 14.84024 -2.36648 10.00463 -0.118
O 15.14067 -3.42884 9.05681 -0.173
C 14.94404 -4.71980 9.72568 -0.127
C 16.12938 -5.24775 10.67186 -0.077
O 16.56402 -4.38375 11.78744 -0.345
C 17.17492 -5.12431 12.75676 -0.172
H 15.35592 -1.53587 9.52270 0.082
H 15.40358 -2.56197 10.91707 0.018
H 13.77899 -2.15993 10.14319 0.103
H 14.78145 -5.39527 8.88581 0.111
H 13.95053 -4.92955 10.12194 0.095
H 17.00241 -5.21791 10.01991 0.060
H 15.99976 -6.29092 10.96012 0.115
H 17.42829 -4.44450 13.57024 0.107
H 17.95896 -5.83551 12.49678 0.072
H 16.54260 -5.86349 13.24858 0.107

=====

Record 2
77
Properties=species:S:1:pos:R:3:lowdin_charge:R:1 method="wB97M-V/def2-TZVPD" gap_ev=10.42 e_above_lowest_kcal_mol=0.0 smiles="O=C1OC[C@@H](F)O1.O=C1OC[C@@H](F)O1.O=C1OC[C@@H](F)O1.O=C1OC[C@@H](F)O1.O=C1OC[C@@H](F)O1.COC(=O)OC.ClCCl.ClCCl.ClCCl" energy_ha=-5431.31149 homo_energy_ev=-10.49 total_charge=0
C 1.90914 -2.84639 -5.04410 -0.018
O 2.44220 -3.38191 -3.83422 -0.005
C 1.73105 -3.40978 -2.71904 -0.612
O 0.72767 -2.77037 -2.50915 0.118
O 2.24423 -4.35434 -1.94465 0.022
C 1.75984 -4.39834 -0.60349 -0.016
H 1.21858 -2.02843 -4.82444 0.095
H 1.47736 -3.61746 -5.67248 0.100
H 2.73687 -2.34669 -5.54862 0.093
H 0.68112 -4.53176 -0.59975 0.085
H 2.04992 -3.51801 -0.02459 0.088
H 2.26135 -5.23168 -0.11792 0.103
C 1.41109 0.87879 0.12759 -0.051
C 0.79029 -0.42495 -0.35352 -0.289
O -0.49898 -0.07082 -0.72744 0.151
C -0.79730 1.17661 -0.29440 -0.536
O -1.85590 1.69331 -0.33058 0.160
O 0.31604 1.77226 0.18878 0.027
F 0.70922 -1.29739 0.71166 0.053
H 2.16446 1.28309 -0.56184 0.144
H 2.00056 0.81780 1.04266 0.128
H 1.29197 -0.93240 -1.16905 0.139
C -3.92730 2.45497 2.90554 -0.032
C -4.94770 1.70427 2.04209 -0.299
O -4.39817 0.44621 1.91012 0.151
C -3.10998 0.42100 2.34968 -0.536
O -2.40337 -0.52448 2.25737 0.184
O -2.78240 1.60465 2.88457 0.071
F -5.15538 2.30155 0.82100 0.058
H -4.33995 2.56627 3.90935 0.139
H -3.61386 3.42899 2.54550 0.135
H -5.92932 1.67375 2.51114 0.167
C 0.82055 1.73135 3.42190 -0.087
C 0.70017 2.48865 4.73776 -0.298
O 1.99758 2.42591 5.26038 0.148
C 2.88268 2.10422 4.28728 -0.561
O 4.05759 2.11112 4.38131 0.189
O 2.21652 1.67725 3.18263 0.025
F -0.12155 1.83967 5.61475 0.061
H 0.29872 2.18236 2.57665 0.079
H 0.34426 0.74662 3.49253 0.147
H 0.31270 3.50122 4.62991 0.158
C 5.18875 -1.80467 -2.43172 -0.050
C 5.20449 -1.42127 -0.94769 -0.282
O 5.93435 -2.43340 -0.34171 0.137
C 5.89763 -3.53425 -1.16377 -0.535
O 6.28727 -4.60241 -0.86593 0.206
O 5.28591 -3.22488 -2.33221 0.077
F 3.89575 -1.50625 -0.47834 0.034
H 6.02883 -1.40987 -3.00034 0.143
H 4.24637 -1.41764 -2.81244 0.132
H 5.57341 -0.42559 -0.72370 0.169
C -2.44712 -3.31328 0.87365 -0.061
C -1.98334 -3.24551 -0.57070 -0.310
O -2.77233 -2.19001 -1.06179 0.108
C -3.89761 -2.06562 -0.29233 -0.547
O -4.86805 -1.47330 -0.61872 0.174
O -3.77434 -2.79711 0.82863 0.085
F -2.27140 -4.37842 -1.27001 0.081
H -1.85330 -2.77003 1.60681 0.119
H -2.44563 -4.34052 1.24843 0.143
H -0.93494 -2.96743 -0.60926 0.125
C -2.56657 4.92928 -0.95567 -1.012
Cl -1.03228 4.62777 -1.79840 0.548
Cl -2.62107 6.56418 -0.27278 0.499
H -3.36631 4.86044 -1.67981 0.012
H -2.65152 4.20209 -0.16362 -0.018
C -3.85448 0.46467 -2.90009 -0.996
Cl -3.57548 2.15033 -3.39202 0.508
Cl -3.57293 -0.61523 -4.29325 0.501
H -3.12942 0.19303 -2.14856 -0.012
H -4.88303 0.34159 -2.59892 0.023
C 1.06183 4.88630 0.70583 -1.027
Cl -0.40652 4.69065 1.65645 0.568
Cl 2.48197 4.74850 1.74332 0.573
H 1.08937 4.09696 -0.03325 -0.022
H 1.05913 5.83421 0.18110 0.029

=====

Record 3
81
Properties=species:S:1:pos:R:3:lowdin_charge:R:1 method="wB97M-V/def2-TZVPD" gap_ev=9.30 energy_ha=-4524.44781 homo_energy_ev=-7.54 total_charge=-1
As -0.42460 0.27776 -0.21812 1.038
F 1.21072 0.95927 -0.53796 -0.254
F -0.03578 -0.25668 1.50813 -0.272
F -2.00777 -0.55329 0.07251 -0.258
F -1.00005 0.98823 -1.77204 -0.264
F 0.04355 -1.24920 -1.01614 -0.245
F -0.99249 1.83873 0.52922 -0.274
C 3.13390 -2.66661 -0.82042 -0.131
O 4.35651 -3.27183 -0.34609 -0.129
H 2.46851 -3.43388 -1.21622 0.074
H 2.61536 -2.15388 -0.01028 0.065
H 3.35583 -1.84188 -1.49767 0.061
H 4.91785 -2.56582 -0.01740 0.062
C -1.75366 4.31908 2.80841 -0.156
O -2.17168 2.95701 2.75572 -0.130
H -1.08593 4.67297 3.59390 0.075
H -1.27499 4.45476 1.83858 0.059
H -2.62232 4.95515 2.63825 0.071
H -1.84277 2.62161 1.91851 0.013
C 0.12161 -0.82072 -4.49220 -0.188
O 1.49803 -1.03232 -4.70475 -0.105
H -0.09219 0.20592 -4.19486 0.062
H -0.41695 -0.95556 -5.43021 0.079
H -0.34154 -1.40939 -3.70033 0.052
H 1.91017 -0.56471 -3.97463 0.024
C -1.16558 -4.00226 -1.52060 -0.153
O 0.07955 -3.81711 -2.18368 -0.130
H -1.61250 -3.00864 -1.48790 0.055
H -1.94112 -4.65456 -1.92204 0.083
H -0.98943 -4.31255 -0.49065 0.057
H 0.40422 -2.92655 -2.03170 0.018
C 0.45244 -3.53393 2.47746 -0.144
O -0.26242 -2.47778 3.04862 -0.137
H 0.27847 -4.41279 3.09830 0.082
H 0.03804 -3.79344 1.50328 0.060
H 1.52032 -3.33224 2.39346 0.079
H 0.08667 -1.63844 2.73999 0.017
C 4.01636 0.97706 -2.48335 -0.164
O 2.76554 0.38503 -2.48377 -0.144
H 4.51834 0.89196 -1.51957 0.083
H 4.66998 0.48943 -3.20660 0.084
H 3.94876 2.00836 -2.82970 0.076
H 2.24001 0.82511 -1.81165 0.024
C -3.35018 -3.29742 1.30335 -0.161
O -3.56535 -4.69702 1.19605 -0.124
H -4.27616 -2.72664 1.23352 0.078
H -3.03335 -3.06718 2.32056 0.072
H -2.63485 -2.93687 0.56417 0.048
H -4.42815 -4.81025 1.60146 0.064
C -3.30085 -0.24640 -3.92502 -0.165
O -3.52766 -0.01055 -2.54832 -0.130
H -2.89021 0.65605 -4.37785 0.073
H -2.61173 -1.08403 -4.03273 0.063
H -4.22849 -0.53467 -4.41947 0.076
H -2.66010 0.11872 -2.15814 0.006
C -1.73775 4.28300 -1.65104 -0.013
C -0.24042 4.37373 -1.76411 -0.384
C 0.24561 4.12476 -3.17944 -0.108
O 0.91815 5.26397 -3.50993 0.108
C 0.99895 6.10208 -2.53213 -0.475
O 1.65600 7.17336 -2.54767 0.086
O 0.25138 5.60587 -1.44908 0.087
H -2.04438 4.12287 -0.61739 0.072
H -2.16648 3.51589 -2.29589 0.082
H -2.23112 5.19959 -1.97437 0.092
H 0.23281 3.63074 -1.12213 0.136
H -0.53598 3.77462 -3.85370 0.143
H 1.03777 3.38191 -3.08588 0.135
C 0.02373 0.43266 4.53437 -0.025
C 1.36378 0.04710 5.24251 -0.243
C 1.10688 -1.10997 6.31400 -0.094
O 2.14692 -1.98118 6.02134 0.074
C 2.76085 -1.76124 4.87603 -0.543
O 3.60532 -2.44578 4.34703 0.136
O 2.25178 -0.60442 4.31019 0.047
H -0.61944 -0.40409 4.26184 0.071
H 0.17209 0.96088 3.59253 0.065
H -0.53934 1.16033 5.11881 0.082
H 1.95673 0.85128 5.67819 0.143
H 0.08539 -1.46993 6.19112 0.126
H 1.19127 -0.73277 7.33317 0.125